1.
This record from OMol25 describes a 2-piece molecular cluster, C6H11Cl3N3 overall. The level of theory is ωB97M-V/def2-TZVPD.

XYZ file:
```
23
C6H11Cl3N3 | OMol25 | ωB97M-V/def2-TZVPD
C 1.458 -0.061 0.077
C 2.592 0.552 0.004
C 0.719 -0.946 -2.254
C -0.007 -0.142 2.561
C -0.355 -0.976 -1.078
C -0.421 -0.869 1.346
N -1.894 2.440 -0.759
N -2.145 1.390 -0.316
N 0.355 -0.713 0.127
Cl -3.902 1.166 0.257
Cl 2.483 2.245 -0.265
Cl 4.128 -0.198 0.269
H 0.270 -1.049 -3.284
H 1.138 -0.004 -2.340
H 1.472 -1.785 -2.348
H -0.588 -0.219 3.469
H 0.942 -0.497 2.783
H -0.099 0.847 2.251
H -0.832 -1.948 -1.211
H -1.134 -0.181 -1.068
H -1.313 -0.464 0.914
H -0.375 -1.864 1.662
H -2.492 3.275 -0.796
```

The frontier orbital gap comes out at 8.90 eV. Its net charge is +1. The HOMO energy comes out at -13.65 eV.


2.
This record from OMol25 describes a single C6H11ClF2 molecule. The level of theory is ωB97M-V/def2-TZVPD.

XYZ file:
```
20
C6H11ClF2 | OMol25 | ωB97M-V/def2-TZVPD
C 0.122 -1.731 -1.012
C 0.647 -1.328 1.477
C -1.346 -0.239 0.381
C -0.456 3.453 -1.263
C 0.068 -0.786 0.191
C 0.967 0.411 -0.061
F 1.182 1.277 0.937
F 2.202 -0.071 -0.429
Cl 0.506 2.050 -1.325
H -0.318 -1.259 -1.795
H 1.069 -2.020 -1.219
H -0.296 -2.624 -0.642
H 1.645 -1.322 1.377
H 0.325 -0.685 2.234
H 0.190 -2.294 1.668
H -1.307 0.692 1.010
H -1.685 -0.008 -0.646
H -1.914 -0.842 1.003
H -0.135 3.947 -0.425
H -1.466 3.380 -1.459
```

The frontier orbital gap (spin up / spin down) comes out at 7.58 / 8.58 eV. The HOMO energy (spin up / spin down) comes out at -7.59 / -8.22 eV.


3.
This record from OMol25 describes a 2-piece molecular cluster, C6H11ClN overall. The level of theory is ωB97M-V/def2-TZVPD.

XYZ file:
```
19
C6H11ClN | OMol25 | ωB97M-V/def2-TZVPD
C 1.439 -1.090 -0.334
C 0.529 -0.548 0.523
C -0.524 1.519 0.284
C 2.551 -1.844 0.224
C -1.564 2.505 0.001
C -2.527 -1.131 -0.232
N -0.436 0.301 0.082
Cl -4.032 -0.798 0.402
H 1.599 -0.966 -1.367
H 0.695 -0.771 1.580
H 0.437 2.026 0.771
H 2.660 -2.866 -0.177
H 3.457 -1.396 -0.139
H 2.593 -1.930 1.357
H -1.696 3.234 0.852
H -1.314 2.953 -0.938
H -2.536 2.093 0.011
H -2.627 -0.826 -1.279
H -1.852 -1.922 0.045
```

The frontier orbital gap (spin up / spin down) comes out at 7.06 / 5.92 eV. Its net charge is +1. The HOMO energy (spin up / spin down) comes out at -12.90 / -12.52 eV.


Calculated energy above the lowest of the compared OMol25 structures with the same formula, charge and spin, 317.3; 434.5; 331.0 kJ/mol (same order as the records).